Record 1
C4H8N2OS in the gas phase in a non-equilibrium geometry, computed with ωB97M-V/def2-TZVPD.

* ΔE to the lowest compared entry with this formula, charge and spin: 66.5 kcal/mol
* HOMO: -8.5184 eV
* maximum force: 2.46 eV Å⁻¹
* SMILES: C[C@@H]1CN1C(=S)NO
* calculated total energy: -20137.951 eV
* frontier orbital gap: 9.2838 eV
* lowest unoccupied orbital energy: 0.77 eV

Structure (ORCA input):
```
! wB97M-V def2-TZVPD RIJCOSX def2/J DEFGRID3
* xyz 0 1
C -1.87628 -0.22102 1.25033
C -1.69167 -0.51694 -0.19549
C -0.84691 -1.68995 -0.64704
C 0.70967 0.16004 -0.12514
H -2.76177 -0.70366 1.61210
H -0.98235 -0.58186 1.80505
H -1.98457 0.93174 1.42512
H -2.49355 -0.29000 -0.91946
H -0.33423 -2.26809 0.12920
H -1.11379 -2.21584 -1.56324
H 1.37789 1.99635 0.35737
H -0.39097 2.06059 -1.27805
N -0.41376 -0.35246 -0.82249
N 0.58753 1.44780 0.12033
O -0.44656 2.23267 -0.35121
S 2.07940 -0.67818 0.27880
*
```



Record 2
2 unconnected molecules or ions with the total composition C4H8N2OS in a non-equilibrium geometry, computed with ωB97M-V/def2-TZVPD.

* ΔE to the lowest compared entry with this formula, charge and spin: 42.2 kcal/mol
* HOMO: -8.0875 eV
* maximum force: 3.41 eV Å⁻¹
* SMILES: C/C=C(\N)S.N=C=O
* calculated total energy: -20139.003 eV
* frontier orbital gap: 8.7080 eV
* lowest unoccupied orbital energy: 0.62 eV

Structure (ORCA input):
```
! wB97M-V def2-TZVPD RIJCOSX def2/J DEFGRID3
* xyz 0 1
C -1.72968 -1.15355 -0.22290
C 0.73956 0.33049 -0.66427
C -0.17480 0.87873 1.61523
C 0.50424 -0.00635 0.59381
N -1.24666 -2.22802 -0.26228
N 0.23511 1.48170 -1.26900
O -2.13309 -0.12746 -0.56642
S 1.90365 -0.53899 -1.67167
H -0.47380 1.88357 1.24439
H -1.19212 0.34091 1.74710
H 0.47644 0.92334 2.57112
H 1.20460 -0.66323 0.94638
H 2.71202 -1.01645 -0.65805
H -0.71661 -2.96060 0.22903
H -0.77836 1.35824 -1.47313
H 0.66949 1.49765 -2.15934
*
```



Record 3
2 unconnected molecules or ions with the total composition C4H8N2OS in a non-equilibrium geometry, computed with ωB97M-V/def2-TZVPD.

* ΔE to the lowest compared entry with this formula, charge and spin: 99.4 kcal/mol
* HOMO: -8.4209 eV
* maximum force: 4.79 eV Å⁻¹
* calculated total energy: -20136.523 eV
* frontier orbital gap: 8.6675 eV
* lowest unoccupied orbital energy: 0.25 eV

Structure (ORCA input):
```
! wB97M-V def2-TZVPD RIJCOSX def2/J DEFGRID3
* xyz 0 1
C -2.79142 -1.13943 0.01995
C -2.01743 0.18038 0.00975
C 1.91358 0.29979 -0.08095
C 3.34309 -0.37391 0.15043
H -3.93849 -1.03144 0.39682
H -2.20996 -1.87183 0.76280
H -2.68476 -1.49181 -1.02424
H -2.04361 2.05104 -0.09573
H -0.40352 1.35893 0.10508
H 3.97240 -0.65256 -0.85454
H 2.64277 -1.45746 0.87176
H 4.08892 0.30547 0.96410
N -2.76724 1.29413 0.04110
N -0.65815 0.28291 0.15665
O 1.62421 1.44877 -0.10537
S 0.55459 -0.85255 -0.14140
*
```



Record 4
C4H8N2OS in the gas phase in a non-equilibrium geometry, computed with ωB97M-V/def2-TZVPD.

* ΔE to the lowest compared entry with this formula, charge and spin: 93.4 kcal/mol
* HOMO: -9.8510 eV
* maximum force: 3.88 eV Å⁻¹
* SMILES: CCC[S@H](=O)=NC#N
* calculated total energy: -20136.786 eV
* frontier orbital gap: 9.9801 eV
* lowest unoccupied orbital energy: 0.13 eV

Structure (ORCA input):
```
! wB97M-V def2-TZVPD RIJCOSX def2/J DEFGRID3
* xyz 0 1
C 2.86901 0.95698 -0.60620
C -2.29192 0.73977 0.41453
C -0.98544 -0.08755 0.83326
C -0.11386 -0.24955 -0.47916
N 3.03830 1.89824 -1.20446
N 2.79092 -0.17771 0.04547
O 1.12961 -2.12927 0.73066
S 1.46342 -1.06869 -0.19002
H -2.49084 1.36263 1.27987
H -2.13609 1.41658 -0.47609
H -3.04568 -0.04026 0.21858
H -1.35145 -1.10135 1.12787
H -0.25808 0.46600 1.63094
H -0.53255 -1.00888 -1.10503
H 0.25038 0.82032 -0.87646
H 1.66429 -1.79727 -1.34377
*
```



Record 5
C4H8N2OS in the gas phase in a non-equilibrium geometry, computed with ωB97M-V/def2-TZVPD.

* ΔE to the lowest compared entry with this formula, charge and spin: 53.0 kcal/mol
* HOMO: -8.9303 eV
* maximum force: 4.76 eV Å⁻¹
* SMILES: CCN(C=O)/C=N\S
* calculated total energy: -20138.535 eV
* frontier orbital gap: 9.4104 eV
* lowest unoccupied orbital energy: 0.48 eV

Structure (ORCA input):
```
! wB97M-V def2-TZVPD RIJCOSX def2/J DEFGRID3
* xyz 0 1
C -1.65349 -0.68397 1.05527
C -1.37432 -0.26050 -0.38737
C -0.03392 1.54843 -0.25481
C 1.04004 -0.57630 -0.65064
H -2.06378 0.18554 1.66171
H -0.66315 -1.13365 1.39184
H -2.45860 -1.44044 0.99374
H -2.07947 0.42905 -0.72114
H -1.31745 -1.11733 -1.01772
H 0.95257 1.94997 -0.42883
H 0.90337 -1.63605 -1.09990
H 4.45975 0.01643 -0.02252
N -0.11090 0.28293 -0.51008
N 2.25646 -0.45027 -0.46019
O -1.01011 2.27879 -0.01355
S 3.15302 0.60737 0.46419
*
```



Record 6
C4H8N2OS in the gas phase in a non-equilibrium geometry, computed with ωB97M-V/def2-TZVPD.

* ΔE to the lowest compared entry with this formula, charge and spin: 47.7 kcal/mol
* HOMO: -8.5203 eV
* maximum force: 1.50 eV Å⁻¹
* SMILES: CCO/N=C\C(N)=S
* calculated total energy: -20138.765 eV
* frontier orbital gap: 8.4993 eV
* lowest unoccupied orbital energy: -0.02 eV

Structure (ORCA input):
```
! wB97M-V def2-TZVPD RIJCOSX def2/J DEFGRID3
* xyz 0 1
C 3.47204 -0.27462 0.72830
C 2.76645 0.27464 -0.50884
C -0.45670 -0.88467 -0.08482
C -1.48532 0.22006 0.02143
H 3.57236 0.52258 1.51197
H 2.92808 -1.11635 1.12744
H 4.44577 -0.60090 0.34197
H 2.89572 -0.33714 -1.38678
H 3.06792 1.27665 -0.72224
H -0.85102 -1.87387 -0.23958
H -1.80669 2.18518 0.19191
H -0.11632 1.68819 0.00649
N 0.79618 -0.85609 -0.31113
N -1.08606 1.48616 0.12918
O 1.34230 0.39558 -0.26819
S -3.03899 -0.33324 0.10322
*
```



The lowest lowest unoccupied orbital energy belongs to which entry?
number 6